{
  "formula": "C11H19N4",
  "method": "wB97M-V/def2-TZVPD",
  "energy_ev": -17664.1027,
  "charge": 1,
  "homo_lumo_gap_ev": 6.73,
  "multiplicity": 1,
  "relative_energy_kj_mol": 536.9,
  "symbols": ["C", "C", "C", "C", "C", "C", "C", "C", "C", "C", "C", "N", "N", "N", "N", "H", "H", "H", "H", "H", "H", "H", "H", "H", "H", "H", "H", "H", "H", "H", "H", "H", "H", "H"],
  "positions_angstrom": [[-2.34, -1.69, 0.09], [-1.40, -2.76, 0.14], [-0.50, -0.11, -0.08], [-1.92, -0.33, -0.13], [0.17, -1.24, -0.41], [1.33, 1.47, 0.05], [4.46, 0.09, 0.15], [2.54, -1.24, -0.80], [-3.86, 0.61, 0.94], [-2.90, 1.77, -1.06], [3.02, -0.52, 0.49], [-0.18, -2.48, -0.21], [-0.08, 1.21, -0.09], [-2.87, 0.68, -0.08], [2.01, 0.50, 0.84], [-3.43, -1.96, 0.21], [-1.73, -3.75, 0.50], [1.82, 1.43, -0.89], [1.54, 2.44, 0.57], [4.97, 0.53, 0.94], [5.13, -0.73, -0.12], [4.48, 0.72, -0.70], [2.83, -2.25, -1.06], [2.69, -0.44, -1.61], [1.41, -1.22, -0.62], [-3.41, 0.03, 1.84], [-4.06, 1.64, 1.26], [-4.78, 0.19, 0.66], [-3.11, 2.75, -0.66], [-1.99, 1.90, -1.56], [-3.66, 1.66, -1.85], [3.06, -1.18, 1.34], [-0.90, 1.92, 0.07], [1.67, 0.36, 1.84]],
  "mulliken_charge": [-0.201, -0.460, 0.390, 0.186, 0.120, -0.815, -1.437, -0.993, -1.077, -1.098, 0.139, -0.440, -0.109, 0.078, -0.299, 0.334, 0.385, 0.356, 0.397, 0.427, 0.417, 0.335, 0.405, 0.338, 0.443, 0.346, 0.334, 0.366, 0.373, 0.491, 0.320, 0.400, 0.327, 0.219]
}

{
  "formula": "C11H19NSi",
  "method": "wB97M-V/def2-TZVPD",
  "energy_ev": -21079.9829,
  "charge": 0,
  "homo_lumo_gap_ev": 8.40,
  "multiplicity": 1,
  "relative_energy_kj_mol": 316.6,
  "symbols": ["C", "C", "C", "C", "C", "C", "C", "C", "C", "C", "C", "N", "Si", "H", "H", "H", "H", "H", "H", "H", "H", "H", "H", "H", "H", "H", "H", "H", "H", "H", "H", "H"],
  "positions_angstrom": [[-4.00, 0.44, -0.05], [-3.46, -0.74, -0.51], [-3.18, 1.36, 0.54], [-2.11, -0.96, -0.51], [-1.78, 1.20, 0.55], [-1.22, 0.04, 0.08], [0.76, 2.16, -1.60], [1.79, 1.43, 1.95], [1.78, -3.41, -0.05], [1.42, 0.78, -1.37], [1.72, -0.06, 1.58], [0.77, -2.69, -0.84], [0.58, -0.21, -0.04], [-5.02, 0.63, -0.10], [-4.07, -1.58, -0.92], [-3.64, 2.29, 0.93], [-1.65, -1.93, -0.85], [-1.12, 1.97, 0.98], [-0.32, 1.99, -1.73], [1.00, 2.79, -0.82], [0.98, 2.58, -2.52], [2.45, 1.50, 2.89], [2.24, 2.01, 1.22], [0.74, 1.88, 2.06], [2.78, -3.08, -0.15], [1.42, -3.54, 0.95], [1.89, -4.55, -0.48], [2.50, 1.00, -1.03], [1.45, 0.32, -2.30], [1.43, -0.75, 2.43], [2.78, -0.48, 1.45], [1.07, -2.42, -1.74]],
  "mulliken_charge": [-0.554, -0.269, -0.659, -0.582, 0.066, 0.549, -1.278, -1.005, -0.817, -0.495, -0.482, -0.534, -0.007, 0.469, 0.305, 0.313, 0.363, 0.167, 0.356, 0.301, 0.427, 0.342, 0.300, 0.181, 0.255, 0.313, 0.250, 0.284, 0.585, 0.388, 0.301, 0.168]
}

{
  "formula": "C11H20AgCl10O3",
  "method": "wB97M-V/def2-TZVPD",
  "energy_ev": -147090.2309,
  "charge": 0,
  "homo_lumo_gap_ev": [7.39, 5.38],
  "multiplicity": 2,
  "relative_energy_kj_mol": 508.5,
  "symbols": ["Ag", "C", "O", "O", "O", "Cl", "C", "C", "Cl", "H", "H", "H", "H", "Cl", "C", "C", "Cl", "H", "H", "H", "H", "Cl", "C", "C", "Cl", "H", "H", "H", "H", "Cl", "C", "C", "Cl", "H", "H", "H", "H", "Cl", "C", "C", "Cl", "H", "H", "H", "H"],
  "positions_angstrom": [[17.20, -11.19, -7.91], [17.63, -12.73, -10.07], [18.30, -12.69, -11.13], [18.19, -12.92, -8.94], [16.59, -11.99, -9.93], [15.48, -11.89, -13.40], [16.36, -13.45, -13.30], [16.21, -14.27, -14.58], [16.71, -13.46, -16.02], [15.89, -13.90, -12.43], [17.36, -13.19, -12.96], [15.15, -14.50, -14.72], [16.78, -15.19, -14.46], [19.55, -15.28, -6.65], [18.38, -14.72, -7.79], [18.80, -14.75, -9.27], [19.55, -16.33, -9.69], [18.13, -13.67, -7.63], [17.45, -15.28, -7.68], [19.51, -13.97, -9.51], [17.93, -14.58, -9.91], [22.45, -12.93, -13.52], [21.02, -12.94, -12.48], [20.40, -14.31, -12.40], [20.06, -15.09, -13.99], [20.27, -12.23, -12.83], [21.30, -12.63, -11.47], [19.43, -14.31, -11.91], [21.02, -15.06, -11.91], [22.67, -14.71, -7.54], [21.28, -13.74, -8.06], [21.63, -12.34, -8.53], [23.05, -12.29, -9.63], [20.58, -13.65, -7.23], [20.74, -14.27, -8.83], [21.88, -11.71, -7.67], [20.86, -11.85, -9.11], [14.99, -8.55, -12.51], [13.85, -8.51, -11.15], [14.02, -9.70, -10.20], [12.45, -9.98, -9.38], [12.84, -8.46, -11.56], [14.04, -7.59, -10.61], [14.84, -9.57, -9.49], [14.34, -10.64, -10.65]],
  "mulliken_charge": [0.498, 0.778, -0.427, -0.372, -0.814, -0.146, 0.180, -0.386, -0.187, 0.235, -0.294, 0.353, 0.304, -0.154, 0.279, -0.347, -0.122, -0.067, 0.438, -0.489, 0.464, -0.202, 0.354, 0.180, -0.207, 0.248, -0.373, -0.460, 0.440, -0.170, 0.580, -0.502, -0.189, 0.197, -0.249, 0.444, 0.186, -0.181, -0.512, 0.060, -0.226, 0.321, 0.318, 0.129, 0.089]
}

{
  "formula": "C11H20BBaBr2N7S2Se",
  "method": "wB97M-V/def2-TZVPD",
  "energy_ev": -250639.1682,
  "charge": 0,
  "homo_lumo_gap_ev": 8.05,
  "multiplicity": 1,
  "relative_energy_kj_mol": 0.0,
  "symbols": ["Ba", "Br", "C", "Br", "H", "H", "B", "N", "C", "C", "C", "N", "N", "C", "C", "C", "N", "H", "H", "H", "H", "H", "H", "H", "H", "Se", "C", "N", "N", "C", "N", "S", "H", "H", "H", "H", "C", "S", "C", "H", "H", "H", "H", "H", "H"],
  "positions_angstrom": [[0.08, 0.37, 0.09], [1.56, -2.99, -0.06], [-0.01, -3.96, -0.64], [-1.62, -3.13, -0.02], [0.05, -4.95, -0.21], [0.00, -3.95, -1.72], [3.33, 1.09, 0.04], [2.99, 1.44, 1.51], [3.82, 1.97, 2.42], [3.15, 2.08, 3.62], [1.88, 1.59, 3.34], [1.78, 1.20, 2.08], [2.80, 2.16, -0.97], [3.55, 3.00, -1.69], [2.71, 3.74, -2.51], [1.44, 3.26, -2.21], [1.50, 2.31, -1.28], [4.53, 1.08, -0.07], [2.86, -0.01, -0.24], [4.84, 2.21, 2.16], [3.53, 2.46, 4.55], [1.02, 1.49, 4.00], [4.62, 3.02, -1.58], [2.99, 4.51, -3.21], [0.48, 3.56, -2.61], [-4.72, -1.39, 2.17], [-3.11, -0.62, 2.00], [-2.10, -0.11, 1.73], [-4.49, 1.22, -0.14], [-3.75, 0.50, -0.98], [-4.09, -0.79, -1.12], [-2.48, 1.19, -1.90], [-5.06, 0.75, 0.55], [-4.17, 2.15, 0.06], [-4.64, -1.24, -0.40], [-3.47, -1.36, -1.67], [2.11, -0.90, -3.27], [0.38, -1.22, -2.86], [-0.40, -0.48, -4.30], [2.38, -1.37, -4.21], [2.72, -1.32, -2.47], [2.29, 0.18, -3.32], [-0.08, 0.56, -4.41], [-1.47, -0.49, -4.13], [-0.16, -1.04, -5.20]],
  "mulliken_charge": [1.665, -0.104, -0.467, -0.041, 0.349, 0.346, 0.446, 0.063, -0.231, -0.839, -0.419, -0.394, 0.204, -0.200, -0.856, -0.546, -0.335, -0.193, -0.180, 0.418, 0.385, 0.465, 0.417, 0.396, 0.488, -0.378, -0.036, -0.559, -0.288, 0.267, -0.293, -0.354, 0.181, 0.208, 0.152, 0.178, -0.752, 0.136, -1.012, 0.410, 0.219, 0.173, 0.286, 0.277, 0.348]
}

{
  "formula": "C11H20Br4O2S",
  "method": "wB97M-V/def2-TZVPD",
  "energy_ev": -306826.9299,
  "charge": 0,
  "homo_lumo_gap_ev": 8.78,
  "multiplicity": 1,
  "smiles": "CCSC[C@H]1COC(=O)C1.BrCCBr.BrCCBr",
  "symbols": ["C", "C", "S", "C", "C", "C", "O", "C", "O", "C", "H", "H", "H", "H", "H", "H", "H", "H", "H", "H", "H", "H", "Br", "C", "C", "Br", "H", "H", "H", "H", "Br", "C", "C", "Br", "H", "H", "H", "H"],
  "positions_angstrom": [[-1.63, -0.80, 0.64], [-2.11, 0.66, 0.04], [-0.67, 1.71, -0.53], [0.81, 0.65, -1.02], [1.51, 1.08, -2.44], [2.91, 0.17, -2.44], [3.30, 0.07, -3.86], [2.30, 0.69, -4.75], [2.40, 1.34, -5.91], [0.91, 0.43, -3.86], [-2.30, -1.16, 1.54], [-1.70, -1.57, -0.27], [-0.49, -0.82, 0.96], [-2.84, 0.45, -0.87], [-2.67, 1.22, 0.94], [0.57, -0.51, -1.05], [1.62, 0.82, -0.16], [1.80, 2.19, -2.65], [3.69, 0.66, -1.68], [2.49, -0.89, -2.12], [0.85, -0.75, -3.71], [-0.09, 0.92, -4.30], [1.09, 1.68, 2.45], [2.42, 3.11, 2.51], [1.77, 4.47, 2.32], [1.32, 4.77, 0.45], [3.17, 2.88, 1.75], [2.87, 3.04, 3.50], [2.47, 5.27, 2.58], [0.85, 4.59, 2.90], [-3.57, -4.02, 4.54], [-3.55, -5.07, 2.90], [-2.96, -4.28, 1.75], [-4.24, -2.98, 1.07], [-4.57, -5.41, 2.72], [-2.92, -5.94, 3.13], [-2.74, -4.94, 0.91], [-2.06, -3.73, 2.02]],
  "mulliken_charge": [-0.768, -0.347, -0.100, -0.409, -0.201, -0.442, -0.324, 0.518, -0.546, -0.407, 0.195, 0.270, 0.192, 0.270, 0.273, 0.226, 0.164, 0.280, 0.272, 0.314, 0.256, 0.278, -0.114, -0.573, -0.552, -0.128, 0.360, 0.329, 0.335, 0.366, -0.133, -0.569, -0.613, -0.132, 0.370, 0.344, 0.396, 0.348]
}

{
  "formula": "C11H20Cl2OTl",
  "method": "wB97M-V/def2-TZVPD",
  "energy_ev": -43515.8706,
  "charge": -1,
  "homo_lumo_gap_ev": [6.77, 6.78],
  "multiplicity": 1,
  "relative_energy_kj_mol": 51.1,
  "symbols": ["Tl", "Cl", "Cl", "C", "H", "H", "C", "C", "H", "C", "H", "C", "H", "H", "C", "H", "H", "C", "H", "H", "H", "H", "C", "C", "C", "O", "C", "H", "H", "H", "H", "H", "H", "H", "H"],
  "positions_angstrom": [[3.00, 0.04, -0.64], [1.48, -2.12, -0.52], [2.53, 0.78, 1.88], [5.04, 0.20, -0.85], [5.58, 1.18, -0.61], [5.31, -0.22, -1.83], [-0.82, 1.15, -1.02], [0.20, 0.67, -1.65], [-0.81, 2.17, -0.63], [0.12, -0.55, -2.53], [1.05, 1.36, -1.71], [-1.22, -0.60, -3.24], [0.99, -0.60, -3.20], [0.16, -1.52, -1.95], [-2.36, -0.55, -2.24], [-1.26, 0.21, -3.98], [-1.26, -1.54, -3.81], [-2.13, 0.45, -1.03], [-3.32, -0.37, -2.75], [-2.43, -1.54, -1.78], [-2.99, 1.14, -0.99], [-2.24, -0.17, -0.13], [-0.33, 0.83, 3.49], [-0.06, -0.70, 3.50], [-0.29, -1.12, 2.03], [-0.39, 0.02, 1.20], [-0.67, 1.15, 2.02], [-1.18, 1.08, 4.13], [0.57, 1.37, 3.79], [-0.74, -1.25, 4.16], [0.99, -0.92, 3.77], [0.57, -1.69, 1.64], [-1.21, -1.73, 1.91], [-1.75, 1.36, 1.90], [-0.12, 2.02, 1.66]],
  "mulliken_charge": [1.017, -0.584, -0.606, -1.033, 0.169, 0.174, -0.270, -0.633, 0.566, -0.732, 0.797, -0.844, 0.308, 0.137, -0.819, 0.362, 0.374, -0.256, 0.289, 0.293, 0.386, -0.023, -0.673, -0.512, -0.421, -0.045, -0.540, 0.311, 0.233, 0.317, 0.229, 0.113, 0.244, 0.372, 0.300]
}

{
  "formula": "C11H20Cl4O6S",
  "method": "wB97M-V/def2-TZVPD",
  "energy_ev": -84939.1013,
  "charge": 0,
  "homo_lumo_gap_ev": 9.97,
  "multiplicity": 1,
  "smiles": "CCOCCC1(CCOCC)OS(=O)(=O)O[C@H]1Cl.ClC(Cl)Cl",
  "symbols": ["C", "C", "O", "C", "C", "C", "C", "C", "O", "C", "C", "O", "S", "O", "O", "O", "C", "Cl", "H", "H", "H", "H", "H", "H", "H", "H", "H", "H", "H", "H", "H", "H", "H", "H", "H", "H", "H", "C", "Cl", "Cl", "Cl", "H"],
  "positions_angstrom": [[0.44, -0.99, 4.25], [-0.64, 0.07, 3.93], [-1.78, -0.54, 3.34], [-2.03, -0.12, 2.00], [-1.18, -0.94, 0.99], [-0.34, -0.14, -0.04], [-0.07, -1.11, -1.24], [1.42, -1.36, -1.56], [1.93, -0.37, -2.44], [3.22, 0.09, -2.10], [3.45, 1.46, -2.76], [0.89, 0.18, 0.68], [1.14, 1.75, 0.86], [2.02, 2.37, -0.10], [1.54, 2.07, 2.22], [-0.40, 2.18, 0.50], [-0.89, 1.24, -0.46], [-0.45, 1.86, -2.07], [-0.01, -1.98, 4.14], [0.76, -0.86, 5.28], [1.28, -0.92, 3.56], [-0.91, 0.64, 4.82], [-0.19, 0.79, 3.24], [-3.09, -0.34, 1.81], [-1.90, 0.96, 1.94], [-0.47, -1.52, 1.58], [-1.84, -1.65, 0.50], [-0.52, -2.09, -1.06], [-0.52, -0.72, -2.16], [1.45, -2.31, -2.12], [2.04, -1.50, -0.68], [4.01, -0.59, -2.45], [3.33, 0.19, -1.01], [3.83, 1.37, -3.78], [4.10, 2.07, -2.14], [2.49, 1.97, -2.80], [-1.97, 1.25, -0.33], [-4.11, -0.56, -2.90], [-2.59, -1.23, -3.51], [-4.12, -0.48, -1.14], [-4.41, 1.03, -3.60], [-4.91, -1.22, -3.20]],
  "mulliken_charge": [-1.134, 0.235, -0.514, -0.816, -1.154, 1.701, -1.136, -0.909, -0.337, -0.051, -1.107, -0.409, 1.152, -0.532, -0.610, -0.370, -0.103, -0.100, 0.326, 0.338, 0.255, 0.445, -0.204, 0.133, 0.572, 0.311, 0.649, 0.672, -0.011, 0.463, 0.414, 0.354, 0.176, 0.360, 0.319, 0.169, 0.424, -0.086, -0.083, -0.084, -0.114, 0.395]
}